95
Properties=species:S:1:pos:R:3:forces:R:3 method="wB97M-V/def2-TZVPD" e_above_lowest_kcal_mol=1.1 multiplicity=1 homo_ev=-5.169 gap_ev=6.95 total_energy_ev=-100534.3076 largest_force_ev_per_a=0.8 total_charge=-1 e_lumo_ev=1.8
Al -0.494 -0.668 -0.200 -0.6 -0.3 -0.4
C 4.097 -0.774 2.510 -0.1 -0.1 -0.1
C 3.232 -0.250 1.413 0.0 0.1 -0.1
C 3.479 0.779 0.543 0.0 0.0 -0.1
C 2.355 0.874 -0.291 0.1 -0.1 0.2
N 1.450 -0.055 0.085 0.0 0.2 0.1
N 2.016 -0.748 1.123 0.1 0.1 0.2
B 1.418 -2.067 1.615 0.0 0.0 -0.2
N 1.192 -2.931 0.359 0.2 -0.1 0.0
N 0.512 -2.401 -0.687 -0.1 -0.1 0.2
C 0.563 -3.288 -1.686 0.0 -0.1 0.2
C 1.293 -4.407 -1.262 0.0 0.0 0.0
C 1.679 -4.139 0.037 -0.1 -0.1 -0.2
C 2.495 -4.974 0.966 0.0 0.1 0.0
C -0.071 -3.084 -2.994 0.0 0.1 -0.1
C -0.567 -4.176 -3.701 0.0 0.0 0.0
C -1.214 -3.988 -4.912 0.0 0.0 0.0
C -1.355 -2.712 -5.438 0.0 0.0 0.0
C -0.841 -1.622 -4.750 0.0 0.1 -0.1
C -0.205 -1.810 -3.536 0.1 -0.1 0.0
N 0.072 -1.819 2.318 0.1 0.0 0.3
N -0.964 -1.192 1.697 0.3 -0.1 -0.2
C -1.979 -1.131 2.581 0.1 -0.1 0.1
C -1.557 -1.731 3.777 0.0 0.0 0.0
C -0.259 -2.145 3.573 -0.2 0.1 0.1
C 0.654 -2.812 4.547 0.0 0.0 -0.2
C -3.310 -0.526 2.390 -0.1 0.2 -0.1
C -4.289 -0.717 3.369 0.0 0.0 0.0
C -5.547 -0.156 3.236 -0.1 0.0 0.0
C -5.865 0.598 2.114 0.0 0.0 0.0
C -4.903 0.800 1.139 0.0 0.1 0.0
C -3.636 0.257 1.285 0.1 -0.1 0.1
C 2.261 1.868 -1.375 -0.1 0.1 -0.1
C 2.926 3.084 -1.201 -0.1 0.1 0.1
C 2.820 4.093 -2.145 0.0 0.0 0.1
C 2.067 3.893 -3.292 0.0 0.0 0.0
C 1.472 2.659 -3.515 0.0 0.0 -0.1
C 1.581 1.653 -2.571 0.1 -0.1 0.0
H 4.942 -0.104 2.650 0.0 0.0 0.0
H 4.471 -1.772 2.277 0.0 0.0 0.0
H 3.540 -0.836 3.446 0.0 0.0 0.0
H 4.362 1.393 0.501 0.0 0.0 0.0
H 2.152 -2.627 2.366 0.0 0.0 0.0
H 1.534 -5.285 -1.837 0.0 0.0 0.0
H 2.724 -5.927 0.493 0.0 0.0 0.0
H 1.963 -5.165 1.898 0.0 0.0 0.0
H 3.433 -4.475 1.213 0.0 0.0 0.0
H -0.477 -5.171 -3.283 0.0 0.0 0.0
H -1.627 -4.840 -5.438 0.0 0.0 0.0
H -1.873 -2.560 -6.377 0.0 0.0 0.0
H -0.956 -0.624 -5.153 0.0 0.0 0.1
H 0.191 -0.965 -2.991 0.0 0.1 0.0
H -2.113 -1.847 4.690 0.0 0.0 0.0
H 0.129 -2.947 5.490 0.0 0.0 0.0
H 1.542 -2.205 4.726 0.0 0.0 0.0
H 0.979 -3.788 4.185 0.0 0.0 0.0
H -4.079 -1.312 4.248 0.0 0.0 0.0
H -6.285 -0.307 4.015 0.0 0.0 0.0
H -6.855 1.024 2.006 0.0 0.0 0.0
H -5.126 1.385 0.255 0.0 0.0 0.0
H -2.890 0.451 0.534 -0.1 0.0 -0.1
H 3.514 3.285 -0.315 -0.1 0.0 0.1
H 3.301 5.041 -1.938 0.0 0.0 0.0
H 1.956 4.692 -4.015 0.0 0.0 0.0
H 0.905 2.482 -4.421 0.0 0.0 0.0
H 1.148 0.690 -2.778 -0.1 0.0 0.1
S -2.412 -1.841 -0.950 0.2 0.3 -0.1
C -2.977 -0.707 -2.158 -0.1 -0.1 0.0
C -3.932 -1.121 -3.092 0.0 0.1 0.0
C -4.395 -0.267 -4.078 0.0 0.0 0.0
C -3.920 1.039 -4.139 0.0 0.0 0.0
C -2.977 1.465 -3.219 0.1 0.0 0.0
C -2.486 0.605 -2.233 -0.1 0.1 -0.1
S -1.263 1.241 -1.128 0.2 -0.1 0.0
H -4.306 -2.135 -3.027 0.0 0.0 0.0
H -5.125 -0.617 -4.798 0.0 0.0 0.0
H -4.284 1.720 -4.898 0.0 0.0 0.0
H -2.597 2.479 -3.252 0.0 0.0 0.0
N -0.451 1.630 2.061 0.1 0.3 0.0
C 0.457 2.716 2.049 -0.1 0.0 0.0
C 1.627 2.624 2.801 0.0 0.0 0.0
C 2.584 3.620 2.725 -0.1 0.0 0.1
C 2.368 4.733 1.925 0.3 0.1 -0.2
C 1.191 4.846 1.205 0.0 0.0 0.1
C 0.233 3.842 1.262 0.0 -0.1 0.1
S 3.733 5.886 1.710 -0.1 0.0 0.0
O 3.926 6.504 3.013 0.0 0.0 0.0
O 3.294 6.800 0.663 0.0 -0.1 0.0
O 4.827 5.001 1.307 0.0 0.0 0.0
H -0.490 1.192 2.971 -0.1 -0.1 0.0
H -1.376 1.901 1.752 0.0 -0.1 0.1
H 1.781 1.747 3.424 0.1 0.0 0.0
H 3.521 3.543 3.263 0.0 0.0 0.0
H 1.048 5.724 0.589 0.0 0.0 0.0
H -0.679 3.908 0.680 0.0 0.0 0.0


10
Properties=species:S:1:pos:R:3:forces:R:3 method="wB97M-V/def2-TZVPD" e_above_lowest_kcal_mol=56.6 multiplicity=1 homo_ev=-9.606 gap_ev=9.60 total_energy_ev=-14576.4918 largest_force_ev_per_a=3.8 total_charge=0 e_lumo_ev=0.0
C -1.404 -0.457 0.335 0.8 -1.7 0.5
N 2.027 -0.021 -0.151 -3.8 0.5 -0.5
O 2.711 0.693 0.519 0.9 0.5 0.5
O 2.331 -1.069 -0.661 0.3 -0.2 -0.1
Si -0.191 0.688 -0.380 1.1 -1.8 -1.8
H -1.048 -1.518 0.129 -1.1 1.1 -0.1
H -1.140 -0.326 1.353 -0.4 -0.1 1.6
H -2.481 -0.220 0.217 0.8 -0.4 -0.3
H -0.213 1.848 0.485 0.3 0.9 -0.4
H -0.592 0.380 -1.847 1.1 1.3 0.6


8
Properties=species:S:1:pos:R:3:forces:R:3 method="wB97M-V/def2-TZVPD" e_above_lowest_kcal_mol=0.0 multiplicity=1 homo_ev=-8.648 gap_ev=9.39 total_energy_ev=-24714.7715 largest_force_ev_per_a=3.7 total_charge=0 smiles=NSSN e_lumo_ev=0.7
N 0.215 -0.943 -1.581 2.4 2.8 -0.1
S 1.195 0.479 -1.384 -2.5 -0.7 0.7
S -0.092 1.855 -0.228 1.2 -1.6 0.3
N 0.025 1.168 1.352 0.9 1.1 0.6
H -0.424 -0.952 -2.321 -0.9 -0.2 -0.8
H 0.241 -1.630 -0.888 -0.2 -0.9 0.9
H 0.777 1.643 1.975 -2.3 -1.2 -1.3
H -0.881 0.882 1.778 1.4 0.6 -0.4


22
Properties=species:S:1:pos:R:3:forces:R:3 method="wB97M-V/def2-TZVPD" e_above_lowest_kcal_mol=29.4 multiplicity=1 homo_ev=-2.751 gap_ev=6.61 total_energy_ev=-10996.3304 largest_force_ev_per_a=3.2 total_charge=-1 e_lumo_ev=3.9
C 0.275 2.188 -1.193 0.9 -2.9 0.3
C -0.345 0.839 -0.733 0.2 -0.8 -1.0
C -0.094 0.672 0.792 -1.4 -0.6 -1.1
C -0.766 -0.661 1.199 2.1 -0.1 2.4
C 0.341 -1.584 1.916 0.1 0.3 -2.7
O 1.504 -1.692 1.203 -0.2 0.2 0.2
N -1.691 0.720 -1.322 -0.8 1.3 0.7
H 1.297 1.873 -1.400 0.5 0.6 0.5
H -0.042 2.537 -2.146 -1.0 0.7 -0.3
H 0.182 2.741 -0.285 0.2 1.6 -0.1
H 0.170 -0.059 -1.183 -0.1 1.0 0.5
H 1.000 0.735 0.870 -0.1 -0.9 0.3
H -0.445 1.460 1.486 -0.3 0.2 -0.8
H -1.205 -1.316 0.452 -0.1 0.6 -0.5
H -1.442 -0.473 2.050 -0.5 -0.1 -0.6
H 0.429 -1.129 2.900 0.3 -0.1 0.9
H -0.193 -2.537 1.917 -0.2 -0.6 0.9
H -2.304 1.373 -0.822 0.1 -0.1 -0.3
H -2.161 -0.170 -1.237 0.5 -0.4 0.3
H 1.765 -2.075 -0.717 -0.4 0.3 0.3
H 2.069 -1.326 -2.051 0.0 0.0 0.2
O 1.655 -2.116 -1.698 0.1 -0.3 -0.1


10
Properties=species:S:1:pos:R:3:forces:R:3 method="wB97M-V/def2-TZVPD" e_above_lowest_kcal_mol=3.8 multiplicity=1 homo_ev=-17.148 gap_ev=13.42 total_energy_ev=-6249.2562 largest_force_ev_per_a=1.5 total_charge=+1 e_lumo_ev=-3.7
O 0.562 2.063 -0.012 -0.7 -1.1 0.6
H 1.493 2.240 -0.098 0.5 0.4 -0.2
H 0.029 2.682 -0.506 0.1 0.4 -0.3
O -0.383 -1.902 -0.846 0.0 0.0 0.2
H 0.364 -2.261 -1.342 -0.1 0.0 0.0
H -1.108 -1.718 -1.459 0.2 -0.1 0.0
O -0.127 -0.246 1.004 -0.7 -1.0 0.4
H -0.175 -1.021 0.294 0.3 0.5 -0.6
H -0.987 -0.322 1.451 0.2 0.4 0.4
H 0.027 0.682 0.652 0.3 0.5 -0.5


94
Properties=species:S:1:pos:R:3:forces:R:3 method="wB97M-V/def2-TZVPD" e_above_lowest_kcal_mol=0.0 multiplicity=1 homo_ev="-16.345 / -16.345" gap_ev="5.98 / 5.97" total_energy_ev=-77160.2786 largest_force_ev_per_a=6.5 total_charge=+3 e_lumo_ev="-10.4 / -10.4"
C 1.883 -1.969 -0.890 0.2 0.4 0.2
C 1.494 0.148 -1.792 0.3 0.0 -0.3
C 2.843 -2.229 -1.875 -0.2 -0.4 0.3
C 2.341 -0.103 -2.878 -0.3 0.1 0.3
C 3.046 -1.307 -2.893 0.3 0.0 -0.5
H 3.391 -3.175 -1.818 -0.3 0.3 -0.3
H 2.447 0.648 -3.677 -0.1 -0.6 0.4
H 3.698 -1.544 -3.754 -0.3 0.2 0.7
N 1.328 -0.739 -0.788 -1.1 -0.1 -0.2
P -0.243 -2.789 0.807 0.4 -0.5 -0.1
P 0.726 2.384 -0.133 -0.4 -0.5 -0.7
C 1.413 -3.074 0.065 0.8 0.6 0.0
H 1.371 -4.039 -0.473 0.2 0.5 0.3
H 2.140 -3.169 0.887 -0.1 -0.1 -0.3
C 0.608 1.390 -1.798 0.1 0.6 0.6
H 0.906 2.093 -2.590 -0.1 -0.4 0.0
C -0.458 3.849 -0.314 -0.6 0.0 0.0
C 2.461 3.034 0.015 0.6 -0.1 0.4
C -1.334 -3.526 -0.523 -0.6 0.1 0.1
C -0.200 -3.806 2.405 -0.4 -0.1 0.3
C -1.767 3.445 0.397 -0.3 -0.1 0.2
H -1.586 3.188 1.458 0.0 0.2 -0.3
H -2.465 4.303 0.385 0.2 -0.4 0.0
H -2.293 2.606 -0.086 0.2 0.2 0.0
C 0.017 5.135 0.380 0.2 0.1 0.1
H 0.238 4.984 1.442 0.0 0.0 -0.2
H 0.880 5.590 -0.118 -0.2 -0.1 0.2
H -0.804 5.866 0.321 0.2 -0.3 0.0
C -0.772 4.192 -1.779 -0.1 0.1 -0.2
H -1.417 5.089 -1.785 0.2 -0.4 0.0
H 0.130 4.440 -2.351 -0.3 0.0 0.1
H -1.323 3.397 -2.298 0.2 0.2 0.1
C 2.617 3.618 1.453 0.1 0.1 0.1
H 1.975 3.123 2.196 0.0 0.0 -0.1
H 3.657 3.479 1.795 -0.4 0.1 -0.2
H 2.402 4.695 1.486 0.0 -0.5 0.0
C 3.476 1.881 -0.127 0.0 -0.1 0.0
H 3.242 1.045 0.536 0.2 0.1 -0.2
H 3.531 1.508 -1.156 0.1 0.1 0.3
H 4.473 2.265 0.155 -0.4 -0.2 -0.2
C 2.823 4.101 -1.038 0.4 0.2 -0.2
H 2.088 4.225 -1.839 0.1 0.0 0.2
H 3.007 5.073 -0.562 -0.2 -0.2 -0.2
H 3.775 3.826 -1.514 -0.3 0.1 0.0
C -1.598 -3.749 3.061 -0.2 0.0 0.3
H -1.525 -4.082 4.119 0.0 0.1 -0.6
H -2.014 -2.725 3.087 0.1 -0.4 -0.1
H -2.313 -4.425 2.566 0.3 0.3 0.2
C 0.792 -3.128 3.372 0.2 0.0 0.0
H 1.827 -3.181 3.011 -0.2 0.0 0.1
H 0.546 -2.073 3.568 -0.1 0.0 0.0
H 0.749 -3.662 4.340 0.0 0.3 -0.5
C 0.234 -5.284 2.284 0.1 -0.3 0.1
H 0.600 -5.603 3.276 -0.1 0.1 -0.4
H -0.604 -5.958 2.050 0.4 0.4 0.0
H 1.049 -5.457 1.569 -0.2 0.1 0.2
C -1.183 -2.829 -1.904 0.2 0.1 -0.2
H -1.305 -3.583 -2.704 0.0 0.3 0.4
H -1.962 -2.068 -2.055 0.3 -0.2 0.1
H -0.217 -2.342 -2.065 -0.1 -0.2 -0.1
C -2.778 -3.285 -0.062 -0.3 -0.3 -0.1
H -2.992 -2.214 0.099 0.0 -0.2 -0.1
H -3.447 -3.631 -0.862 0.0 0.1 0.3
H -3.029 -3.832 0.852 0.0 0.2 -0.3
C -1.072 -5.030 -0.681 -0.3 -0.2 -0.1
H -0.046 -5.272 -0.981 -0.2 0.0 0.1
H -1.338 -5.603 0.213 0.1 0.2 -0.2
H -1.720 -5.393 -1.490 0.1 0.1 0.2
Ce -0.859 0.089 1.075 -1.5 0.4 -1.8
C 1.492 -0.033 2.036 6.0 0.6 2.5
O 2.565 0.068 2.495 -5.2 -0.7 -2.1
N -1.493 0.445 -0.969 1.5 0.2 1.5
C -0.850 0.906 -1.996 -0.5 0.0 -0.3
C -1.500 0.963 -3.335 -0.1 -0.2 0.0
C -2.901 0.830 -3.385 -0.3 0.1 -0.2
C -0.803 1.139 -4.551 -0.1 0.1 0.1
C -3.594 0.964 -4.593 0.2 -0.1 0.2
H -3.446 0.647 -2.455 0.1 0.2 -0.4
C -1.498 1.214 -5.765 0.3 0.0 0.2
H 0.285 1.211 -4.527 -0.3 0.0 -0.2
C -2.898 1.162 -5.795 0.1 -0.1 0.4
H -4.685 0.909 -4.604 0.4 0.0 0.0
H -0.944 1.321 -6.699 -0.1 0.0 0.3
H -3.441 1.252 -6.744 0.3 0.0 0.5
N 0.184 1.078 5.425 0.0 -0.5 0.9
C -1.306 0.717 5.462 -0.1 0.2 0.1
C -1.632 0.556 3.975 -0.5 -1.2 -0.9
O -2.314 -0.393 3.503 1.3 1.7 0.3
O -0.984 1.395 3.240 0.0 -0.6 -0.9
H 0.751 0.217 5.287 -0.3 0.7 0.3
H 0.469 1.525 6.316 0.0 -0.2 -0.6
H 0.338 1.704 4.599 -0.3 -0.3 0.7
H -1.521 -0.183 6.055 0.5 0.2 -0.3
H -1.834 1.553 5.951 0.1 -0.2 -0.5


14
Properties=species:S:1:pos:R:3:forces:R:3 method="wB97M-V/def2-TZVPD" e_above_lowest_kcal_mol=21.6 multiplicity=1 homo_ev=-10.005 gap_ev=10.63 total_energy_ev=-10857.4290 largest_force_ev_per_a=1.0 total_charge=0 smiles="O=C(O)NCCO" e_lumo_ev=0.6
O 1.643 -1.200 2.463 0.3 0.3 -0.1
C 1.008 -1.162 1.434 0.0 0.2 0.5
O 0.708 -2.276 0.742 0.2 -0.4 -0.3
N 0.491 -0.072 0.841 -0.6 0.2 -0.8
C -0.414 -0.142 -0.304 0.5 0.7 -0.1
C -0.684 1.269 -0.784 -0.3 0.6 0.0
O -1.316 1.208 -2.062 0.5 0.2 0.2
H 1.312 -2.930 1.115 -0.3 -0.3 0.1
H 0.800 0.841 1.106 0.2 0.0 0.5
H 0.009 -0.695 -1.141 0.1 -0.1 0.1
H -1.345 -0.586 -0.016 -0.5 -0.5 0.1
H 0.248 1.851 -0.818 0.1 -0.3 -0.3
H -1.328 1.837 -0.098 0.0 -0.3 0.1
H -1.133 2.058 -2.477 -0.2 -0.2 -0.2